(1)
{"formula": "C2H17NO7", "method": "ωB97M-V/def2-TZVPD", "elements": ["O", "O", "O", "O", "O", "O", "O", "N", "C", "C", "H", "H", "H", "H", "H", "H", "H", "H", "H", "H", "H", "H", "H", "H", "H", "H", "H"], "coordinates": [[-2.998, 1.308, 2.064], [-0.391, -1.398, -2.066], [-2.616, -0.141, -2.984], [1.635, -2.009, -0.486], [0.039, -0.131, 4.183], [1.828, 0.319, -1.716], [-0.061, 2.108, -2.565], [0.655, -1.534, 2.626], [0.821, 1.006, 2.198], [0.463, -0.218, 3.076], [0.412, 0.911, 1.229], [-3.294, 0.612, 2.679], [-2.560, -1.049, -3.209], [1.901, 1.070, 2.048], [1.835, -2.923, -0.769], [1.196, 0.929, -1.179], [0.640, -1.702, 1.706], [1.929, 0.723, -2.545], [-2.242, 1.832, 2.436], [0.128, 2.435, -3.495], [1.018, -2.290, 3.148], [0.584, 2.006, 2.755], [-0.263, -0.467, -2.296], [2.310, -1.491, -0.800], [-1.010, 1.957, -2.559], [0.389, -1.642, -1.454], [-2.348, -0.220, -2.022]], "max_force_ha_per_bohr": 0.083, "homo_ev": -9.70, "smiles": "CC(N)=O.O.O.O.O.O.O", "charge": 0, "spin_multiplicity": 1}


(2)
{"formula": "C15H23BCl30O5S", "method": "ωB97M-V/def2-TZVPD", "elements": ["Cl", "Cl", "Cl", "Cl", "Cl", "Cl", "Cl", "Cl", "Cl", "Cl", "Cl", "Cl", "Cl", "Cl", "Cl", "Cl", "Cl", "Cl", "Cl", "Cl", "Cl", "Cl", "Cl", "Cl", "Cl", "Cl", "Cl", "Cl", "Cl", "Cl", "S", "O", "O", "O", "O", "O", "C", "C", "C", "C", "C", "C", "C", "C", "C", "C", "C", "C", "C", "C", "C", "B", "H", "H", "H", "H", "H", "H", "H", "H", "H", "H", "H", "H", "H", "H", "H", "H", "H", "H", "H", "H", "H", "H", "H"], "coordinates": [[-7.938, -3.870, 2.694], [-5.052, 0.288, -0.010], [-2.858, -4.000, -3.394], [4.890, -0.968, 9.812], [-5.774, -6.502, 3.106], [-5.839, -1.495, 2.140], [4.025, 2.905, 1.890], [-1.662, -5.677, -1.344], [3.689, 3.546, -4.301], [2.214, 1.619, -5.905], [-4.695, -8.887, 1.842], [-2.709, -4.874, -7.727], [3.114, 4.181, 6.011], [-0.887, -7.020, -7.001], [-3.124, -6.444, 1.912], [-5.189, 1.284, 2.716], [1.314, 1.962, 2.319], [5.889, -0.504, 12.502], [7.953, 6.435, -2.851], [5.923, 4.593, -1.889], [4.521, 0.774, -4.369], [-4.513, -5.079, -1.274], [5.587, 1.721, 10.657], [-3.758, -7.468, -6.941], [7.518, 3.913, -4.227], [-9.339, -3.427, 0.191], [4.171, 1.815, 7.327], [-10.273, -5.470, 2.038], [5.805, 3.270, 5.417], [1.859, 4.809, 2.237], [-0.657, -0.580, -0.625], [-1.510, 0.743, -0.353], [2.217, -0.841, -2.866], [-1.568, -1.586, -1.145], [0.161, -0.067, -1.933], [-1.531, 2.661, -1.633], [-2.903, -4.480, -1.701], [3.806, 2.096, -5.289], [-0.951, 2.968, -2.896], [-2.466, -6.293, -6.704], [-4.744, -7.124, 1.815], [2.360, 0.714, -0.831], [7.495, 4.744, -2.668], [-2.147, 1.439, -1.457], [0.509, 3.430, -2.759], [4.949, 0.158, 11.169], [0.843, 4.149, -1.445], [-9.504, -3.891, 1.883], [-4.843, -0.112, 1.697], [4.562, 3.393, 6.658], [2.486, 3.224, 2.691], [1.581, -0.094, -1.908], [-2.114, 0.812, -2.357], [2.651, 3.233, 3.760], [-10.139, -3.161, 2.370], [-1.549, 3.767, -3.354], [0.315, 3.701, -0.598], [2.146, -0.489, -3.759], [-1.018, 2.100, -3.566], [-3.178, 1.546, -1.119], [4.443, 2.306, -6.140], [3.069, 1.379, -1.347], [1.703, 1.319, -0.199], [2.946, 0.047, -0.182], [3.935, 0.311, 11.517], [-3.804, -0.383, 1.841], [-2.495, -5.967, -5.671], [4.941, 4.017, 7.458], [0.741, 4.078, -3.613], [-5.173, -6.816, 0.869], [1.917, 4.084, -1.241], [1.163, 2.553, -2.861], [8.229, 4.265, -2.031], [-2.702, -3.592, -1.112], [0.600, 5.218, -1.491]], "max_force_ha_per_bohr": 0.011, "homo_ev": -10.18, "charge": 0, "spin_multiplicity": 1}


(3)
{"formula": "C4H9IN2", "method": "ωB97M-V/def2-TZVPD", "elements": ["I", "N", "N", "C", "C", "C", "C", "H", "H", "H", "H", "H", "H", "H", "H", "H"], "coordinates": [[1.870, 3.120, -0.168], [0.500, 1.969, 2.443], [-2.060, -2.062, -2.606], [0.180, -1.541, -0.841], [0.472, -0.562, 0.018], [0.973, 0.410, 0.628], [1.451, 1.460, 1.400], [0.942, 2.718, 2.997], [-1.805, -1.779, -3.647], [-0.010, 1.308, 2.997], [-2.031, -3.034, -2.433], [-2.827, -1.613, -2.249], [2.462, 1.164, 1.865], [1.013, -2.089, -1.080], [-0.886, -1.857, -1.054], [-0.243, 2.388, 1.730]], "max_force_ha_per_bohr": 0.099, "homo_ev": -16.49, "charge": 2, "spin_multiplicity": 1}


(4)
{"formula": "C18H42F7N9O3P3", "method": "ωB97M-V/def2-TZVPD", "elements": ["P", "P", "P", "F", "F", "F", "F", "F", "F", "F", "O", "O", "O", "N", "N", "N", "N", "N", "N", "N", "N", "N", "C", "C", "C", "C", "C", "C", "C", "C", "C", "C", "C", "C", "C", "C", "C", "C", "C", "C", "H", "H", "H", "H", "H", "H", "H", "H", "H", "H", "H", "H", "H", "H", "H", "H", "H", "H", "H", "H", "H", "H", "H", "H", "H", "H", "H", "H", "H", "H", "H", "H", "H", "H", "H", "H", "H", "H", "H", "H", "H", "H"], "coordinates": [[1.427, 0.310, 4.162], [2.358, 0.195, -2.404], [-4.715, 0.454, 0.662], [4.913, -1.169, 0.764], [6.862, -3.029, 1.496], [6.929, -1.170, 2.659], [6.997, -3.082, 3.629], [4.628, -3.785, 2.618], [4.590, -2.133, 4.014], [3.304, -2.533, 1.060], [-3.667, 1.117, -0.192], [0.571, 0.890, 3.133], [2.789, 0.260, -0.976], [1.933, -0.818, -3.649], [-5.382, -0.454, 1.915], [3.493, 1.214, -3.166], [4.923, 0.952, 2.499], [0.779, 0.904, -2.301], [3.089, 0.921, 3.960], [-5.109, -0.732, -0.565], [3.195, -0.683, 2.254], [-5.875, 1.732, 0.783], [-4.609, -1.616, 2.348], [6.477, -2.426, 2.596], [-7.066, 1.746, -0.055], [4.534, 0.728, 6.078], [-4.024, -1.610, -0.974], [-6.738, -0.404, 2.424], [3.775, 0.391, 2.899], [2.944, -1.799, -4.053], [0.821, -0.676, -4.572], [0.197, 0.860, -0.958], [-5.267, 3.062, 0.744], [4.932, -2.492, 2.763], [4.112, -1.679, 1.696], [3.284, 1.969, -4.386], [3.817, 0.854, 5.131], [0.502, 2.219, -2.866], [-6.404, -1.329, -0.808], [4.896, 0.871, -2.963], [3.562, -1.432, -4.881], [3.418, 1.374, -5.301], [-4.288, -2.143, -1.889], [1.507, -1.086, 4.193], [1.131, 0.748, 5.456], [-7.034, 0.608, 2.691], [-3.125, -1.031, -1.185], [4.975, 1.473, 1.632], [-7.211, -0.608, -0.747], [0.589, 1.640, -0.294], [-5.007, 3.379, -0.272], [5.198, -0.026, -3.520], [4.004, 2.788, -4.420], [5.255, 0.757, 6.863], [2.308, 2.435, -4.422], [-3.772, -2.363, -0.212], [-4.929, -2.532, 1.839], [0.380, -0.107, -0.491], [-0.124, -0.547, -4.052], [0.970, 0.153, -5.269], [-6.834, 1.688, -1.126], [-0.525, 2.499, -2.628], [-0.885, 0.982, -1.027], [0.730, -1.587, -5.165], [2.590, -0.394, 1.461], [0.545, 2.216, -3.955], [-4.707, -1.768, 3.424], [-7.764, 0.951, 0.205], [5.095, 0.693, -1.906], [-5.967, 3.785, 1.168], [-7.457, -0.820, 1.714], [5.760, 0.909, 3.065], [-6.642, -2.172, -0.137], [1.169, 3.001, -2.480], [-6.428, -1.713, -1.830], [-3.546, -1.471, 2.146], [-6.803, -0.998, 3.337], [-4.363, 3.098, 1.348], [5.538, 1.692, -3.282], [3.607, -2.038, -3.218], [-7.616, 2.671, 0.125], [2.477, -2.734, -4.361]], "max_force_ha_per_bohr": 0.131, "homo_ev": -9.26, "charge": 1, "spin_multiplicity": 1}


(5)
{"formula": "C5H6FNO", "method": "ωB97M-V/def2-TZVPD", "elements": ["F", "O", "N", "C", "C", "C", "C", "C", "H", "H", "H", "H", "H", "H"], "coordinates": [[2.751, -0.992, -0.134], [0.577, 1.838, -0.408], [-0.656, 1.273, -0.150], [1.623, 1.127, 0.246], [-2.192, -0.642, 0.041], [0.389, -0.899, -0.235], [1.595, -0.302, -0.087], [-0.789, -0.014, -0.067], [-2.169, -1.469, 0.687], [-2.955, 0.103, 0.358], [-2.548, -0.997, -0.942], [2.534, 1.582, -0.177], [0.216, -1.948, -0.475], [1.624, 1.340, 1.342]], "max_force_ha_per_bohr": 0.053, "homo_ev": -9.07, "smiles": "CC1=NOCC(F)=C1", "charge": 0, "spin_multiplicity": 1}